{"formula": "C4H5NO2", "method": "the ωB97M-V functional and the def2-TZVPD basis", "lumo_energy_ha": [-0.012, -0.010], "homo_energy_ev": [-7.586, -7.843], "spin_multiplicity": 1, "gap_ev": [7.2490, 7.5714], "de_lowest_kcal_mol": 102.57, "symbols": ["O", "C", "C", "O", "N", "C", "C", "H", "H", "H", "H", "H"], "positions_angstrom": [[1.85, 1.50, 0.63], [1.88, 0.29, 0.53], [0.77, -0.52, 0.03], [0.94, -1.85, -0.17], [-0.42, -0.04, -0.17], [-1.70, -0.34, -0.43], [-1.36, 1.06, -0.06], [2.76, -0.32, 0.82], [0.10, -2.28, 0.04], [-2.04, -0.77, -1.36], [-1.20, 1.85, -0.81], [-1.57, 1.41, 0.95]], "nbo_charge": [-0.527, 0.335, 0.321, -0.659, -0.240, -0.242, -0.208, 0.133, 0.484, 0.209, 0.197, 0.198]}

***

{"formula": "C6H6F2NO9Rb", "method": "the ωB97M-V functional and the def2-TZVPD basis", "lumo_energy_ha": -0.013, "homo_energy_ev": -7.347, "spin_multiplicity": 1, "gap_ev": 7.0025, "symbols": ["Rb", "N", "O", "O", "O", "C", "C", "O", "C", "O", "O", "F", "H", "H", "H", "C", "C", "O", "C", "O", "O", "F", "H", "H", "H"], "positions_angstrom": [[-19.17, 9.24, -4.90], [-22.44, 10.26, -6.28], [-21.97, 11.41, -6.17], [-22.05, 9.34, -5.49], [-23.22, 9.96, -7.21], [-20.68, 4.61, -8.69], [-20.30, 3.82, -7.44], [-19.98, 4.84, -6.52], [-19.84, 6.02, -7.14], [-19.51, 7.03, -6.61], [-20.23, 5.93, -8.43], [-19.12, 3.12, -7.69], [-21.75, 4.70, -8.90], [-20.18, 4.23, -9.58], [-21.03, 3.07, -7.14], [-13.66, 11.46, -3.52], [-14.39, 12.78, -3.68], [-15.72, 12.35, -3.93], [-15.69, 11.05, -4.33], [-16.64, 10.43, -4.66], [-14.40, 10.62, -4.39], [-13.94, 13.53, -4.74], [-13.74, 11.11, -2.49], [-12.63, 11.61, -3.83], [-14.41, 13.45, -2.82]], "nbo_charge": [0.982, 0.706, -0.539, -0.648, -0.508, -0.137, 0.431, -0.478, 0.999, -0.618, -0.463, -0.354, 0.214, 0.221, 0.187, -0.135, 0.434, -0.480, 0.995, -0.612, -0.474, -0.333, 0.201, 0.229, 0.178]}

***

{"formula": "C3H9NO3", "method": "the ωB97M-V functional and the def2-TZVPD basis", "lumo_energy_ha": 0.016, "homo_energy_ev": -9.882, "spin_multiplicity": 1, "smiles": "NC(=O)CCO.O", "gap_ev": 10.3119, "de_lowest_kcal_mol": 24.24, "symbols": ["C", "C", "O", "C", "N", "O", "H", "H", "H", "H", "H", "H", "H", "H", "H", "O"], "positions_angstrom": [[1.52, 0.17, -0.11], [0.64, 0.19, -1.34], [0.99, 1.34, -2.14], [1.19, -1.04, 0.76], [0.20, -0.99, 1.69], [1.87, -2.04, 0.65], [1.47, 1.10, 0.48], [2.56, -0.05, -0.37], [0.78, -0.77, -1.83], [-0.40, 0.27, -1.04], [1.94, 1.32, -2.06], [0.15, -1.76, 2.33], [-0.36, -0.19, 1.90], [-5.21, 2.01, -0.26], [-4.54, 2.05, 1.15], [-5.12, 1.56, 0.59]], "nbo_charge": [-0.528, -0.063, -0.700, 0.672, -0.821, -0.617, 0.216, 0.232, 0.177, 0.176, 0.458, 0.404, 0.392, 0.475, 0.470, -0.945]}

***

{"formula": "C31H62MnP2Si2", "method": "the ωB97M-V functional and the def2-TZVPD basis", "s2": 6.335, "lumo_energy_ha": [-0.166, -0.141], "homo_energy_ev": [-7.894, -7.981], "spin_multiplicity": 5, "gap_ev": [3.3745, 4.1440], "de_lowest_kcal_mol": 43.37, "charge": 1, "symbols": ["Mn", "C", "C", "C", "C", "C", "C", "H", "H", "H", "C", "H", "H", "H", "C", "H", "H", "H", "C", "H", "H", "H", "C", "H", "H", "H", "C", "C", "C", "C", "C", "C", "C", "C", "H", "H", "H", "H", "H", "H", "H", "H", "H", "H", "H", "H", "P", "P", "C", "C", "H", "H", "H", "H", "C", "H", "H", "H", "C", "H", "H", "H", "C", "H", "H", "H", "C", "H", "H", "H", "C", "Si", "C", "C", "C", "Si", "C", "C", "C", "H", "H", "H", "H", "H", "H", "H", "H", "H", "H", "H", "H", "H", "H", "H", "H", "H", "H", "H"], "positions_angstrom": [[0.58, -1.17, 0.35], [-0.35, -2.70, 1.65], [1.02, -2.97, 1.24], [1.03, -1.47, 3.04], [-0.30, -1.87, 2.83], [1.84, -2.03, 2.00], [-1.55, -3.45, 1.22], [-1.41, -3.89, 0.23], [-2.44, -2.80, 1.17], [-1.77, -4.26, 1.94], [-1.40, -1.59, 3.78], [-2.34, -2.08, 3.51], [-1.58, -0.51, 3.83], [-1.13, -1.92, 4.80], [1.48, -0.77, 4.26], [1.20, -1.34, 5.16], [1.01, 0.22, 4.36], [2.57, -0.65, 4.27], [3.33, -1.96, 1.97], [3.75, -2.49, 2.84], [3.69, -0.93, 2.03], [3.74, -2.40, 1.06], [1.51, -4.08, 0.38], [1.85, -4.94, 0.98], [2.35, -3.75, -0.24], [0.73, -4.44, -0.31], [-1.43, 0.03, -4.83], [-1.50, -1.31, -4.90], [-0.66, -2.19, -5.77], [0.79, -1.72, -6.01], [1.50, -1.07, -4.84], [1.66, 0.26, -4.71], [0.81, 1.31, -5.37], [-0.65, 0.94, -5.74], [-1.13, -2.31, -6.77], [0.81, -1.05, -6.89], [-0.64, -3.21, -5.34], [-0.66, 0.58, -6.78], [-2.14, 0.56, -4.17], [-2.33, -1.83, -4.40], [-1.20, 1.90, -5.75], [0.80, 2.20, -4.71], [2.56, 0.64, -4.22], [1.30, 1.66, -6.30], [1.38, -2.61, -6.29], [2.06, -1.76, -4.20], [-0.82, -0.85, -1.30], [2.07, 0.24, -0.61], [-0.17, 0.62, -2.22], [1.06, 1.34, -1.69], [-1.00, 1.32, -2.38], [0.05, 0.17, -3.20], [1.68, 1.70, -2.52], [0.76, 2.22, -1.09], [2.99, 1.45, 0.41], [3.38, 0.96, 1.31], [2.29, 2.25, 0.72], [3.82, 1.88, -0.17], [3.32, -0.56, -1.69], [3.78, 0.16, -2.38], [2.86, -1.37, -2.29], [4.10, -1.01, -1.05], [-2.59, -0.74, -1.55], [-3.10, -1.45, -0.89], [-2.86, -0.96, -2.59], [-2.94, 0.27, -1.30], [-0.21, -2.35, -2.16], [0.83, -2.60, -1.90], [-0.26, -2.23, -3.24], [-0.84, -3.20, -1.86], [-2.96, 3.10, 0.69], [-2.57, 1.97, 2.14], [-3.52, 2.61, 3.66], [-3.30, 0.28, 1.71], [-0.74, 1.82, 2.48], [0.14, 2.90, 3.73], [-0.33, 2.40, 5.50], [2.00, 2.62, 3.57], [-0.15, 4.76, 3.52], [-4.00, 3.44, 0.71], [-2.80, 2.59, -0.28], [-2.30, 3.98, 0.70], [-4.59, 2.67, 3.41], [-3.42, 1.93, 4.53], [-3.20, 3.62, 3.97], [-3.69, 0.25, 0.69], [-2.55, -0.52, 1.82], [-4.15, 0.04, 2.38], [-0.15, 1.46, 1.63], [0.47, 1.80, 5.96], [-0.47, 3.29, 6.12], [-1.25, 1.80, 5.54], [2.45, 3.31, 2.85], [2.50, 2.78, 4.54], [2.23, 1.59, 3.25], [0.11, 5.08, 2.50], [-1.19, 5.06, 3.71], [0.49, 5.33, 4.22]], "lowdin_charge": [0.565, -0.278, -0.348, -0.181, -0.202, -0.270, -0.032, 0.067, 0.077, 0.112, -0.021, 0.086, 0.070, 0.103, -0.012, 0.107, 0.049, 0.088, -0.034, 0.111, 0.068, 0.077, -0.041, 0.104, 0.077, 0.071, -0.136, -0.147, -0.186, -0.173, -0.118, -0.146, -0.171, -0.165, 0.129, 0.115, 0.109, 0.116, 0.103, 0.105, 0.121, 0.109, 0.097, 0.130, 0.123, 0.093, 0.855, 0.847, -0.372, -0.339, 0.097, 0.020, 0.077, 0.097, -0.217, 0.028, 0.046, 0.071, -0.215, 0.058, 0.022, 0.054, -0.217, 0.053, 0.039, 0.048, -0.207, 0.035, 0.014, 0.062, -0.193, 0.369, -0.188, -0.187, -0.309, 0.370, -0.191, -0.204, -0.197, 0.032, -0.002, 0.024, 0.030, 0.023, 0.023, -0.001, -0.018, 0.042, -0.087, 0.019, 0.031, 0.011, 0.023, 0.039, -0.014, 0.025, 0.020, 0.031]}

***

{"formula": "C5H17N3O", "method": "the ωB97M-V functional and the def2-TZVPD basis", "lumo_energy_ha": 0.021, "homo_energy_ev": -8.839, "spin_multiplicity": 1, "smiles": "C[C@H](N)CN.C=O.CN", "gap_ev": 9.3967, "de_lowest_kcal_mol": 34.48, "symbols": ["C", "C", "C", "N", "N", "H", "H", "H", "H", "H", "H", "H", "H", "H", "H", "C", "C", "N", "O", "H", "H", "H", "H", "H", "H", "H"], "positions_angstrom": [[1.81, 0.49, 0.48], [1.38, 1.32, -0.75], [2.57, -0.76, 0.04], [0.62, 0.08, 1.22], [0.68, 2.56, -0.47], [2.48, 1.12, 1.09], [-0.73, -0.95, -0.30], [0.88, -0.48, 2.02], [1.21, 3.13, 0.18], [-0.23, 2.37, -0.05], [0.73, 0.71, -1.38], [2.28, 1.58, -1.32], [1.91, -1.40, -0.55], [2.91, -1.32, 0.90], [3.43, -0.48, -0.56], [-2.67, 0.66, 1.04], [-1.31, -1.42, -1.10], [-2.12, -2.49, -0.54], [-2.02, 1.66, 1.04], [0.11, 0.89, 1.55], [-2.62, -2.97, -1.28], [-2.81, -2.11, 0.10], [-2.43, -0.21, 1.68], [-3.56, 0.54, 0.41], [-0.61, -1.86, -1.81], [-1.88, -0.64, -1.62]], "nbo_charge": [-0.059, -0.219, -0.613, -0.861, -0.835, 0.152, 0.233, 0.359, 0.346, 0.368, 0.189, 0.185, 0.212, 0.204, 0.209, 0.301, -0.448, -0.830, -0.524, 0.371, 0.350, 0.337, 0.114, 0.111, 0.191, 0.155]}

***

{"formula": "C31H44BrN3NiP2", "method": "the ωB97M-V functional and the def2-TZVPD basis", "s2": 2.010, "lumo_energy_ha": [-0.239, -0.301], "homo_energy_ev": [-13.201, -13.200], "spin_multiplicity": 3, "gap_ev": [6.6931, 5.0205], "de_lowest_kcal_mol": 0.00, "charge": 2, "symbols": ["N", "C", "C", "C", "C", "C", "C", "Ni", "P", "C", "C", "C", "C", "C", "C", "C", "Br", "H", "H", "H", "H", "H", "H", "H", "H", "H", "H", "P", "C", "C", "H", "H", "H", "H", "H", "C", "C", "H", "H", "H", "H", "H", "C", "C", "H", "H", "H", "H", "H", "C", "C", "H", "H", "H", "H", "H", "C", "C", "H", "H", "H", "H", "H", "C", "C", "H", "H", "H", "H", "H", "N", "C", "C", "C", "C", "C", "N", "C", "H", "H", "H", "H"], "positions_angstrom": [[6.26, 0.00, 2.43], [5.63, -1.18, 2.47], [4.72, -1.55, 1.46], [4.58, -0.77, 0.28], [5.29, 0.46, 0.27], [6.15, 0.76, 1.34], [3.70, -1.18, -0.82], [-0.63, 0.11, 0.21], [-2.40, -0.25, -0.88], [3.29, -0.41, -1.87], [2.16, -0.69, -2.75], [1.68, 0.36, -3.61], [0.54, 0.20, -4.40], [-0.15, -1.03, -4.35], [0.33, -2.11, -3.61], [1.49, -1.94, -2.83], [-1.76, -1.19, -5.42], [3.33, -2.20, -0.74], [3.77, 0.58, -1.99], [4.10, -2.43, 1.63], [5.14, 1.20, -0.51], [5.81, -1.82, 3.34], [6.74, 1.68, 1.30], [2.23, 1.30, -3.65], [1.89, -2.79, -2.29], [0.16, 1.00, -5.04], [-0.18, -3.07, -3.68], [0.05, 1.87, 1.13], [-2.29, -2.04, -1.26], [-3.11, -2.57, -2.43], [-2.51, -2.61, -0.34], [-1.22, -2.21, -1.47], [-3.06, -3.67, -2.45], [-4.17, -2.28, -2.38], [-2.70, -2.23, -3.39], [-2.33, 0.70, -2.41], [-3.62, 0.90, -3.20], [-1.61, 0.19, -3.06], [-1.87, 1.67, -2.16], [-3.38, 1.34, -4.18], [-4.14, -0.04, -3.39], [-4.29, 1.59, -2.68], [-3.94, 0.27, -0.01], [-5.15, -0.63, -0.29], [-4.17, 1.31, -0.30], [-3.70, 0.30, 1.07], [-6.00, -0.34, 0.36], [-5.48, -0.54, -1.33], [-4.92, -1.69, -0.08], [-0.56, 2.15, 2.83], [-2.06, 1.88, 2.99], [-0.31, 3.18, 3.13], [0.00, 1.48, 3.50], [-2.47, 2.45, 3.84], [-2.63, 2.15, 2.09], [-2.26, 0.81, 3.19], [-0.57, 3.27, 0.11], [0.24, 3.53, -1.15], [-0.60, 4.15, 0.77], [-1.61, 3.02, -0.14], [-0.19, 4.37, -1.71], [1.27, 3.79, -0.92], [0.27, 2.67, -1.83], [1.85, 2.24, 1.24], [2.58, 2.01, 2.56], [1.98, 3.29, 0.91], [2.30, 1.61, 0.45], [3.52, 2.58, 2.56], [1.98, 2.33, 3.43], [2.85, 0.96, 2.71], [-3.36, -4.03, 4.09], [-2.42, -3.40, 3.80], [-1.29, -2.61, 3.36], [-0.05, -2.64, 4.04], [1.01, -1.94, 3.48], [0.81, -1.18, 2.33], [-0.40, -1.10, 1.73], [-1.44, -1.83, 2.21], [0.05, -3.20, 4.97], [2.02, -1.96, 3.89], [1.61, -0.63, 1.84], [-2.39, -1.75, 1.67]], "lowdin_charge": [0.062, -0.130, -0.033, -0.225, -0.018, -0.125, -0.042, 0.405, 0.906, -0.041, -0.214, -0.024, -0.121, -0.635, -0.116, -0.019, 0.836, 0.107, 0.112, 0.101, 0.101, 0.117, 0.116, 0.120, 0.111, 0.118, 0.119, 0.898, -0.358, -0.130, 0.078, 0.062, 0.099, 0.071, -0.026, -0.382, -0.129, 0.019, 0.071, 0.082, 0.065, 0.078, -0.356, -0.120, 0.097, 0.057, 0.095, 0.077, 0.077, -0.359, -0.129, 0.111, 0.080, 0.095, 0.057, 0.063, -0.367, -0.130, 0.107, 0.067, 0.095, 0.067, 0.054, -0.349, -0.114, 0.093, 0.070, 0.095, 0.067, 0.058, 0.210, -0.140, -0.167, 0.051, 0.008, -0.098, -0.054, -0.046, 0.149, 0.128, 0.098, 0.114]}

***

Electronic energy list, top to bottom, in eV: -9809.867; -32324.721; -10889.530; -98797.563; -11977.482; -166978.961
M list, top to bottom, in g/mol: 99.089; 359.576; 107.109; 607.895; 135.211; 659.259